Formula: C46H39BrMoN6O5P
Source: the Open Molecules 2025 dataset
Level of theory: ωB97M-V with the def2-TZVPD basis set

XYZ file:
```
99
C46H39BrMoN6O5P, DFT ωB97M-V with the def2-TZVPD basis set
Mo 10.26 -19.98 -2.68
C 7.11 -22.88 -4.45
C 7.96 -22.00 -3.57
O 8.61 -20.99 -3.91
C 7.72 -22.46 -2.24
C 7.94 -21.65 -1.10
C 6.99 -21.82 0.02
N 8.95 -20.77 -1.07
N 9.27 -20.17 0.06
C 9.49 -18.88 -0.12
O 9.56 -18.38 -1.28
C 9.39 -18.09 1.15
C 8.97 -16.71 1.13
C 9.18 -15.87 2.21
C 9.58 -16.52 3.44
C 9.98 -17.87 3.44
C 9.90 -18.64 2.29
H 7.50 -22.82 -5.49
H 6.05 -22.51 -4.28
H 7.14 -23.93 -4.05
H 7.19 -23.41 -2.05
H 5.93 -21.77 -0.32
H 7.13 -21.14 0.92
H 7.08 -22.91 0.32
H 8.46 -16.35 0.28
H 9.10 -14.79 2.14
H 9.66 -15.99 4.42
H 10.38 -18.32 4.39
H 10.18 -19.74 2.31
O 12.56 -18.19 -3.89
N 11.20 -17.92 -3.59
C 11.02 -16.72 -3.01
C 9.99 -15.82 -3.32
C 10.15 -14.43 -3.14
C 9.22 -13.53 -3.57
C 8.11 -13.90 -4.30
C 7.88 -15.26 -4.50
C 8.76 -16.26 -3.94
P 8.33 -17.97 -3.93
C 6.69 -17.92 -3.22
C 5.90 -19.07 -3.29
C 4.69 -19.17 -2.59
C 4.32 -18.07 -1.73
C 5.10 -16.90 -1.73
C 6.25 -16.82 -2.49
C 8.22 -18.29 -5.70
C 9.33 -17.85 -6.46
C 9.32 -17.94 -7.88
C 8.22 -18.61 -8.52
C 7.05 -18.84 -7.77
C 7.05 -18.60 -6.42
H 13.08 -17.83 -3.12
H 11.69 -16.24 -2.30
H 11.06 -14.12 -2.64
H 9.25 -12.47 -3.38
H 7.41 -13.13 -4.65
H 7.00 -15.65 -4.99
H 6.23 -19.91 -3.94
H 4.15 -20.11 -2.58
H 3.37 -18.16 -1.18
H 4.78 -16.06 -1.07
H 6.81 -15.87 -2.54
H 10.22 -17.48 -5.99
H 10.17 -17.52 -8.43
H 8.33 -18.97 -9.52
H 6.14 -19.11 -8.19
H 6.09 -18.79 -5.90
N 11.28 -20.52 -4.72
C 11.18 -21.93 -4.86
C 11.19 -22.51 -6.10
C 11.31 -23.97 -6.19
C 11.27 -24.76 -5.09
C 11.16 -24.17 -3.73
C 10.97 -24.87 -2.51
C 11.07 -24.12 -1.34
C 11.07 -22.72 -1.35
N 11.04 -22.03 -2.47
C 11.09 -22.72 -3.69
H 12.22 -20.11 -4.68
H 10.74 -19.96 -5.39
H 11.29 -21.90 -6.94
H 11.40 -24.45 -7.17
H 11.42 -25.85 -5.17
H 10.84 -25.96 -2.57
H 11.19 -24.57 -0.31
H 10.95 -22.17 -0.38
Br 13.50 -22.41 3.34
C 13.52 -20.65 2.55
C 13.89 -19.46 3.25
N 13.83 -18.27 2.72
C 13.57 -18.16 1.38
C 13.39 -19.26 0.53
C 13.30 -20.50 1.16
C 12.88 -18.94 -0.92
O 13.26 -17.85 -1.34
O 12.08 -19.84 -1.45
H 14.22 -19.53 4.26
H 13.65 -17.08 1.04
H 13.22 -21.45 0.59
```

As for the energy relative to the best compared isomer or geometry (same formula, charge and spin): 0.0 kJ/mol. For the HOMO energy (alpha / beta), the calculation gives -9.7 / -9.7 eV. As for the total charge: +1. The total energy comes out at -148690.6834 eV. As for the multiplicity: 3. Its expectation value of S² is 2.04. As for the max |F|: 4.896 eV/A.